<1>
Here is a structure of composition C2H6N3O2 from the Open Molecules 2025 dataset. Energies are from ωB97M-V/def2-TZVPD.

## Properties
**Kohn-Sham gap**: 7.931 eV
**M**: 104.1 g/mol
**Charge**: -1
**LUMO energy**: 4.27 eV

The geometry in XYZ format:
```
13
Properties=species:S:1:pos:R:3:nbo_charge:R:1
O 1.567 -1.049 0.602 -0.610
O -1.187 -2.379 -1.691 -0.595
N -2.778 -0.961 -0.919 -0.517
N -1.661 -1.540 -0.809 0.128
N 0.475 -0.475 0.439 -0.069
C 0.379 0.813 0.480 -0.119
C 1.665 1.600 0.691 -0.710
H -3.244 -1.278 -1.738 0.289
H 2.298 0.784 1.173 0.253
H -0.598 1.282 0.551 0.174
H 1.523 2.269 1.544 0.192
H -0.629 -1.140 -0.087 0.382
H 2.191 2.074 -0.238 0.201
```

<2>
Here is a cluster of 2 separate species, C2H6N3O2 in total from the Open Molecules 2025 dataset. Energies are from ωB97M-V/def2-TZVPD.

## Properties
**Kohn-Sham gap**: 7.761 eV
**M**: 104.1 g/mol
**Charge**: -1
**LUMO energy**: 4.29 eV

The geometry in XYZ format:
```
13
Properties=species:S:1:pos:R:3:nbo_charge:R:1
O 0.897 1.976 0.433 -0.387
O -2.780 -1.067 0.484 -0.609
N -1.878 -0.314 0.005 0.109
N 0.690 1.465 -0.679 0.132
N -1.798 0.963 0.201 -0.590
C 0.749 0.031 -0.798 -0.406
C 1.359 -0.804 0.355 -0.625
H 2.485 -0.546 0.216 0.176
H -2.587 1.221 0.846 0.266
H 1.125 -0.460 -1.743 0.183
H 1.174 -1.826 0.135 0.203
H -0.417 -0.249 -0.677 0.322
H 0.982 -0.392 1.221 0.224
```

Most stable: <1> (next structure +0.675 eV)

<1>
Here is the ion C2H6N3O2 with charge -1 from the Open Molecules 2025 dataset. Energies are from ωB97M-V/def2-TZVPD.

## Properties
**Kohn-Sham gap**: 6.571 eV
**M**: 104.1 g/mol
**SMILES**: CN([O-])N(C)N=O
**Charge**: -1
**LUMO energy**: 4.35 eV

The geometry in XYZ format:
```
13
Properties=species:S:1:pos:R:3:nbo_charge:R:1
O 2.323 -1.309 -0.522 -0.542
O -1.579 -0.457 0.786 -0.779
N 1.476 -0.719 -1.246 0.144
N -0.217 -0.724 0.630 -0.033
N 0.347 -0.375 -0.725 -0.080
C -0.606 0.259 -1.664 -0.445
C 0.534 -0.138 1.688 -0.418
H 0.469 -0.656 2.585 0.182
H -1.575 0.306 -1.213 0.263
H -0.208 1.298 -1.890 0.181
H 0.131 0.875 1.968 0.141
H 1.556 0.014 1.433 0.197
H -0.890 -0.259 -2.513 0.189
```

<2>
Here is a cluster of 2 separate species, C2H6N3O2 in total from the Open Molecules 2025 dataset. Energies are from ωB97M-V/def2-TZVPD.

## Properties
**Kohn-Sham gap**: 8.523 eV
**M**: 104.1 g/mol
**Charge**: -1
**LUMO energy**: 4.15 eV

The geometry in XYZ format:
```
13
Properties=species:S:1:pos:R:3:nbo_charge:R:1
O -0.948 1.855 0.236 -0.811
O 0.739 2.083 1.787 -0.761
N -0.395 -0.411 -1.690 -0.856
N 0.030 -0.593 0.631 -0.860
N 0.554 -2.341 -0.795 -0.861
C 0.041 -1.061 -0.630 0.560
C -0.096 2.538 0.950 0.621
H 0.584 -2.629 -1.807 0.383
H 0.624 -1.005 1.321 0.371
H -0.331 0.386 0.778 0.452
H -0.191 3.643 0.844 0.033
H -0.006 -3.024 -0.200 0.359
H -0.606 0.559 -1.424 0.370
```

Most stable: <2> (next structure +6.830 eV)

<1>
Here is an isolated molecule of C3H7N5 from the Open Molecules 2025 dataset. Energies are from ωB97M-V/def2-TZVPD.

## Properties
**Kohn-Sham gap**: 9.594 eV
**M**: 113.1 g/mol
**SMILES**: [H]/N=C(\N)[C@@]1(/N=N/[H])CN1
**LUMO energy**: 0.25 eV

The geometry in XYZ format:
```
15
Properties=species:S:1:pos:R:3:nbo_charge:R:1
N -1.022 1.454 0.087 -0.837
N 1.255 -1.511 0.501 -0.564
N -1.339 -0.640 -1.703 -0.361
N -0.645 -1.341 -0.938 -0.081
N 0.088 0.556 1.987 -0.746
C 1.580 -0.298 -0.547 -0.234
C 0.242 -0.688 -0.048 0.056
C -0.291 0.534 0.780 0.457
H -1.623 2.059 0.626 0.386
H 1.828 -0.549 -1.571 0.212
H -1.362 1.178 -0.826 0.418
H -1.893 -1.269 -2.300 0.332
H 2.144 0.495 -0.075 0.223
H 1.317 -1.317 1.502 0.395
H -0.278 1.338 2.525 0.341
```

<2>
Here is a cluster of 2 separate species, C3H7N5 in total from the Open Molecules 2025 dataset. Energies are from ωB97M-V/def2-TZVPD.

## Properties
**Kohn-Sham gap**: 6.417 eV
**M**: 113.1 g/mol
**LUMO energy**: -1.18 eV

The geometry in XYZ format:
```
15
Properties=species:S:1:pos:R:3:nbo_charge:R:1
N 0.494 -1.008 -0.373 -0.469
N -1.979 1.483 0.087 -0.764
N -0.864 -0.618 -0.560 -0.155
N -1.790 -1.156 0.308 -0.603
N 2.387 0.233 0.207 -0.828
C -0.895 0.759 -0.401 0.373
C 0.268 1.367 -0.170 -0.316
C 1.087 0.283 -0.093 0.317
H 0.909 -1.469 -1.096 0.373
H 3.077 -0.809 1.299 0.371
H 3.038 0.681 -0.565 0.414
H -1.777 -1.931 -0.137 0.341
H 0.396 2.349 -0.022 0.250
H -2.923 1.127 0.260 0.360
H -1.429 -1.290 1.254 0.335
```

Most stable: <1> (next structure +5.327 eV)

<1>
Here is an isolated molecule of C3H7N5 from the Open Molecules 2025 dataset. Energies are from ωB97M-V/def2-TZVPD.

## Properties
**Kohn-Sham gap**: 9.328 eV
**M**: 113.1 g/mol
**SMILES**: C=N/N=C\N=C\NN
**LUMO energy**: 0.75 eV

The geometry in XYZ format:
```
15
Properties=species:S:1:pos:R:3:nbo_charge:R:1
N -2.159 -0.348 0.287 -0.417
N 1.827 0.361 -0.939 -0.375
N -2.795 -0.313 1.514 -0.621
N 1.752 -0.327 0.295 -0.305
N -0.576 0.128 -1.301 -0.583
C 0.734 0.463 -1.603 0.273
C -0.998 0.146 -0.079 0.324
C 2.705 -0.077 1.097 -0.098
H -2.683 -0.886 -0.389 0.392
H 2.630 -0.556 2.083 0.180
H -2.197 -0.780 2.201 0.351
H -0.365 0.570 0.708 0.177
H -2.847 0.668 1.778 0.351
H 0.891 0.747 -2.643 0.179
H 3.582 0.531 0.778 0.173
```

<2>
Here is an isolated molecule of C3H7N5 from the Open Molecules 2025 dataset. Energies are from ωB97M-V/def2-TZVPD.

## Properties
**Kohn-Sham gap**: 10.101 eV
**M**: 113.1 g/mol
**SMILES**: [H]/N=C\N(N=C)/C(N)=N\[H]
**LUMO energy**: 0.37 eV

The geometry in XYZ format:
```
15
Properties=species:S:1:pos:R:3:nbo_charge:R:1
N -0.106 -0.972 -1.005 -0.289
N 1.140 -2.355 0.941 -0.592
N 0.473 -0.245 0.044 -0.358
N 0.055 2.077 -0.849 -0.861
N -0.891 1.642 1.213 -0.645
C 0.870 -1.083 1.075 0.217
C -0.249 1.023 0.214 0.532
C -1.176 -0.544 -1.534 -0.074
H 0.995 1.853 -1.215 0.368
H 0.545 -2.373 0.004 0.352
H 0.225 3.125 -0.329 0.405
H -1.929 -1.098 -2.301 0.233
H 1.438 -0.433 1.901 0.180
H -1.003 1.053 2.030 0.344
H -1.627 0.471 -1.021 0.187
```

<3>
Here is an isolated molecule of C3H7N5 from the Open Molecules 2025 dataset. Energies are from ωB97M-V/def2-TZVPD.

## Properties
**Kohn-Sham gap**: 8.906 eV
**M**: 113.1 g/mol
**SMILES**: [H]/N=C1/NN/C(=N/[H])C1N
**LUMO energy**: 0.47 eV

The geometry in XYZ format:
```
15
Properties=species:S:1:pos:R:3:nbo_charge:R:1
N -0.477 -1.663 0.114 -0.460
N 0.981 -1.546 0.303 -0.457
N -2.277 -0.401 -0.406 -0.738
N 2.445 0.051 -0.513 -0.645
N -0.181 1.916 -0.009 -0.851
C 0.032 0.529 0.451 -0.210
C -1.058 -0.429 0.035 0.434
C 1.265 -0.200 -0.020 0.415
H 0.290 2.571 0.865 0.391
H 2.330 1.039 -0.794 0.346
H 0.134 0.281 1.597 0.239
H -1.331 2.069 -0.228 0.396
H 1.374 -2.277 -0.286 0.390
H -0.891 -2.420 -0.359 0.405
H -2.636 0.481 -0.752 0.344
```

Most stable: <1> (next structure +0.213 eV)

<1>
Here is a structure of composition C6H12 from the Open Molecules 2025 dataset. Energies are from ωB97M-V/def2-TZVPD.

## Properties
**Kohn-Sham gap**: 8.615 eV
**M**: 84.2 g/mol
**LUMO energy**: 1.07 eV

The geometry in XYZ format:
```
18
Properties=species:S:1:pos:R:3:nbo_charge:R:1
C 1.018 -0.039 -0.503 -0.231
C 0.320 1.242 -0.055 -0.432
C -1.294 0.049 -0.628 -0.139
C -2.418 0.113 0.355 -0.674
C -0.200 -0.962 -0.341 -0.460
C 2.287 -0.419 0.250 -0.602
H -0.227 -1.834 -1.005 0.214
H -3.061 -0.747 0.113 0.235
H -0.242 -1.331 0.703 0.175
H 2.086 -0.517 1.324 0.203
H 2.688 -1.376 -0.107 0.212
H -3.037 1.012 0.259 0.219
H 0.150 1.315 1.019 0.201
H 3.068 0.342 0.122 0.210
H -2.115 -0.012 1.410 0.184
H -0.805 1.095 -0.936 0.265
H 0.699 2.200 -0.450 0.217
H 1.239 0.053 -1.577 0.203
```

<2>
Here is an isolated molecule of C6H12 from the Open Molecules 2025 dataset. Energies are from ωB97M-V/def2-TZVPD.

## Properties
**Kohn-Sham gap**: 10.093 eV
**M**: 84.2 g/mol
**SMILES**: CC1(C)CCC1
**LUMO energy**: 0.99 eV

The geometry in XYZ format:
```
18
Properties=species:S:1:pos:R:3:nbo_charge:R:1
C -1.290 1.165 -0.649 -0.616
C 0.820 -0.364 -1.022 -0.398
C 0.754 0.505 0.979 -0.435
C -0.391 0.055 -0.068 -0.003
C -1.238 -1.133 0.364 -0.614
C 1.773 -0.272 0.253 -0.430
H -1.862 0.804 -1.520 0.212
H 1.965 -1.276 0.632 0.195
H 1.386 0.390 1.990 0.214
H -1.803 -1.555 -0.478 0.205
H -0.605 -1.920 0.783 0.210
H 0.873 1.587 0.897 0.194
H 0.698 -1.351 -1.517 0.210
H 2.623 0.266 0.924 0.215
H -0.709 2.033 -0.986 0.209
H 0.988 0.381 -1.803 0.209
H -2.023 1.515 0.089 0.212
H -1.960 -0.830 1.132 0.212
```

Most stable: <2> (next structure +0.213 eV)

<1>
Here is the ion C9H12NO2 with charge +1 from the Open Molecules 2025 dataset. Energies are from ωB97M-V/def2-TZVPD.

## Properties
**Kohn-Sham gap**: 8.512 eV
**M**: 166.2 g/mol
**SMILES**: CC[C@@](O)(C=O)[n+]1ccccc1
**Charge**: +1
**LUMO energy**: -4.79 eV

The geometry in XYZ format:
```
24
Properties=species:S:1:pos:R:3:nbo_charge:R:1
O -1.540 -2.361 -0.943 -0.441
O -0.725 -0.239 2.006 -0.708
N 0.411 -0.203 0.018 -0.297
C 0.558 -0.101 -1.387 0.092
C -1.491 2.107 0.153 -0.606
C 1.887 -0.330 -1.822 -0.216
C -0.851 -0.353 0.585 0.304
C 2.765 -0.511 0.461 -0.219
C -1.931 0.620 0.153 -0.465
C -1.464 -1.976 0.165 0.453
C 1.486 -0.333 0.911 0.118
C 2.965 -0.576 -0.914 -0.090
H 4.072 -0.600 -1.185 0.266
H -2.364 0.509 -0.930 0.245
H 3.546 -0.678 1.131 0.255
H 2.105 -0.035 -2.831 0.258
H -0.336 0.109 -1.924 0.258
H -1.642 -2.459 1.136 0.153
H -2.806 0.427 0.764 0.228
H 1.166 -0.452 1.837 0.246
H -1.677 0.007 2.235 0.505
H -2.229 2.701 -0.211 0.231
H -0.626 2.214 -0.577 0.203
H -1.278 2.513 1.169 0.227
```

<2>
Here is the ion C9H12NO2 with charge +1 from the Open Molecules 2025 dataset. Energies are from ωB97M-V/def2-TZVPD.

## Properties
**Kohn-Sham gap (spin up / spin down)**: 6.153 / 6.149 eV
**M**: 166.2 g/mol
**Charge**: +1
**LUMO energy (spin up / spin down)**: -4.41 / -4.42 eV

The geometry in XYZ format:
```
24
Properties=species:S:1:pos:R:3:nbo_charge:R:1
O 4.033 1.986 1.119 -0.365
O 2.853 0.585 -0.363 -0.383
N -0.055 0.483 0.418 -0.374
C -1.299 1.219 0.439 -0.229
C -1.591 -1.009 1.266 -0.424
C -1.352 -0.523 -1.230 -0.440
C -0.156 -0.481 1.520 -0.247
C 1.132 -0.490 -1.567 -0.169
C 2.513 -0.048 -1.542 -0.221
C 3.578 1.358 0.248 1.038
C -2.085 -0.116 0.040 -0.194
C 0.019 -0.210 -0.850 -0.054
H -1.355 2.062 -0.432 0.252
H 3.268 -0.515 -2.180 0.235
H -1.735 0.013 -2.088 0.226
H -2.126 -0.859 2.220 0.233
H -1.673 -2.045 1.030 0.235
H -3.093 -0.092 -0.101 0.241
H 0.563 -1.386 1.602 0.264
H -1.505 1.609 1.413 0.231
H -0.193 0.030 2.516 0.225
H 0.809 1.107 0.445 0.436
H 0.937 -1.083 -2.408 0.246
H -1.485 -1.596 -1.517 0.238
```

<3>
Here is the ion C9H12NO2 with charge +1 from the Open Molecules 2025 dataset. Energies are from ωB97M-V/def2-TZVPD.

## Properties
**Kohn-Sham gap (spin up / spin down)**: 5.266 / 8.663 eV
**M**: 166.2 g/mol
**Charge**: +1
**LUMO energy (spin up / spin down)**: -5.51 / -3.65 eV

The geometry in XYZ format:
```
24
Properties=species:S:1:pos:R:3:nbo_charge:R:1
O -3.106 0.191 0.145 -0.664
O -1.054 1.384 -0.083 -0.427
N -1.628 -2.169 -0.419 -0.676
C 1.044 -1.687 0.943 -0.338
C 1.173 -2.112 -0.526 -0.354
C -1.748 0.215 -0.118 0.657
C 1.354 0.393 -0.369 0.017
C 0.507 -0.745 -0.240 -0.167
C 3.585 1.649 -0.052 -0.384
C 2.466 0.963 -0.215 0.001
C -1.026 -0.975 -0.335 0.224
C -1.699 2.633 0.071 -0.284
H 0.505 -2.840 -0.808 0.182
H -2.581 -2.258 -0.412 0.427
H 3.567 2.773 -0.208 0.235
H -3.582 0.966 0.408 0.528
H -2.270 3.157 -0.725 0.222
H -0.922 3.323 0.382 0.236
H 1.833 -1.229 1.498 0.249
H -2.390 2.614 0.872 0.178
H 2.152 -2.238 -0.989 0.263
H 4.552 1.205 0.034 0.232
H 0.327 -2.250 1.641 0.233
H -1.059 -2.966 -0.496 0.411
```

Most stable: <1> (next structure +3.571 eV)